Entry 1:
Below is C36H80ClI2N7NbO5 as an isolated structure, with properties calculated with ωB97M-V with the def2-TZVPD basis set.

Results
Total charge = -1
E_tot = -89558.751 eV
Multiplicity = 1
Orbital gap = 6.390 eV

Each line ends with the Mulliken charge.
CARTESIAN COORDINATES (ANGSTROEM)
C1 -1.11 1.16 -0.12  -0.45
C2 -0.41 1.12 -1.59  -0.38
C3 -0.35 2.55 -2.39  -0.11
Cl1 -1.99 3.45 -2.31  -0.16
Nb1 1.46 3.89 -1.91  -1.86
I1 3.79 5.52 -1.46  -0.31
C4 2.48 2.98 -3.75  0.30
C5 4.09 3.26 -3.85  -0.89
C6 2.36 2.42 -0.44  0.83
C7 3.46 1.36 -1.01  -0.59
C8 3.38 0.03 0.00  -0.20
C9 4.75 -0.87 0.00  -0.48
C10 4.46 -2.48 -0.36  -0.46
C11 4.79 -3.48 0.93  -0.65
C12 3.42 -4.09 1.62  -0.56
C13 2.77 -5.36 0.81  -0.40
C14 1.44 -6.01 1.57  -0.50
C15 0.52 -6.95 0.57  -0.38
O1 -0.53 -7.69 1.35  -0.33
C16 -1.59 -8.15 0.42  -0.41
C17 0.30 4.86 -0.21  0.90
C18 1.12 5.11 1.18  -1.03
C19 0.59 4.10 2.39  0.53
C20 -0.91 4.56 2.87  -0.74
N1 -1.77 3.29 2.82  -0.01
C21 -3.23 3.60 3.07  0.35
N2 -4.00 2.65 3.72  -0.75
N3 -3.91 4.88 2.59  -0.53
C22 0.72 5.61 -3.23  -0.24
C23 -0.08 5.19 -4.57  -0.22
C24 0.72 5.65 -5.97  -0.65
I2 -1.92 6.46 -4.60  -0.09
H1 -0.32 0.81 0.67  0.07
H2 -1.59 2.18 0.19  -0.05
H3 -1.99 0.36 -0.08  0.32
H4 -1.10 0.41 -2.26  0.50
H5 0.65 0.56 -1.58  -0.12
H6 -0.22 2.25 -3.54  0.39
H7 2.24 1.81 -3.76  0.29
H8 2.02 3.38 -4.78  -0.18
H9 4.37 4.35 -4.23  0.24
H10 4.48 2.54 -4.72  0.25
H11 4.71 2.97 -2.90  0.14
H12 2.94 3.07 0.38  0.29
H13 1.58 1.79 0.21  -0.48
H14 3.28 0.93 -2.08  -0.01
H15 4.53 1.83 -0.85  0.33
H16 3.04 0.30 1.09  0.17
H17 2.52 -0.65 -0.47  0.08
H18 5.59 -0.50 -0.74  0.31
H19 5.24 -0.82 1.08  0.23
H20 3.33 -2.67 -0.62  0.20
H21 5.16 -2.84 -1.24  0.33
H22 5.53 -2.99 1.71  0.35
H23 5.34 -4.43 0.46  0.27
H24 2.63 -3.21 1.59  0.18
H25 3.59 -4.35 2.76  0.35
H26 3.57 -6.21 0.57  0.26
H27 2.40 -4.98 -0.24  0.23
H28 1.81 -6.71 2.45  0.23
H29 0.79 -5.15 2.08  0.23
H30 1.16 -7.78 0.02  0.21
H31 -0.06 -6.25 -0.19  0.28
H32 -2.43 -8.73 1.04  0.16
H33 -2.08 -7.25 -0.19  0.18
H34 -1.16 -8.89 -0.41  0.26
H35 -0.60 4.11 0.06  -0.54
H36 -0.24 5.88 -0.49  0.21
H37 0.85 6.20 1.55  0.38
H38 2.27 5.00 1.14  0.21
H39 1.34 4.04 3.29  -0.17
H40 0.51 3.02 1.89  -0.04
H41 -0.88 5.06 3.93  0.28
H42 -1.35 5.32 2.08  0.34
H43 -1.38 2.58 3.47  0.23
H44 -4.98 3.00 3.82  0.20
H45 -4.91 4.93 2.89  0.29
H46 -3.86 4.85 1.53  0.24
H47 0.05 6.36 -2.60  0.28
H48 1.66 6.27 -3.57  0.06
H49 -0.33 4.07 -4.72  0.25
H50 -0.09 6.04 -6.73  0.32
H51 1.16 4.67 -6.44  0.10
H52 1.50 6.50 -5.78  0.18
C25 -4.60 -5.23 0.44  0.11
O2 -4.14 -6.02 -0.37  -0.59
N4 -5.23 -5.57 1.62  0.17
C26 -5.76 -4.57 2.53  -0.87
C27 -5.36 -6.97 1.97  -0.76
H53 -4.56 -4.14 0.27  0.29
H54 -5.26 -4.67 3.50  0.33
H55 -6.83 -4.73 2.65  0.29
H56 -5.59 -3.56 2.14  0.30
H57 -4.36 -7.41 2.03  0.12
H58 -5.93 -7.48 1.19  0.27
H59 -5.87 -7.08 2.93  0.31
C28 2.18 2.36 4.92  0.32
O3 2.69 2.42 3.81  -0.64
N5 2.85 2.46 6.12  0.15
C29 2.18 2.37 7.40  -0.93
C30 4.29 2.66 6.10  -0.96
H60 1.09 2.20 5.05  0.16
H61 2.34 3.30 7.95  0.34
H62 2.59 1.53 7.96  0.34
H63 1.10 2.21 7.26  0.30
H64 4.51 3.59 5.56  0.29
H65 4.76 1.83 5.57  0.29
H66 4.68 2.72 7.12  0.38
C31 -8.29 -8.32 3.65  0.09
O4 -7.44 -9.10 3.26  -0.59
N6 -9.54 -8.15 3.09  0.13
C32 -10.50 -7.20 3.62  -0.96
C33 -9.90 -8.94 1.93  -0.93
H67 -8.12 -7.67 4.52  0.33
H68 -11.40 -7.74 3.91  0.36
H69 -10.74 -6.48 2.83  0.35
H70 -10.09 -6.67 4.48  0.30
H71 -9.85 -10.00 2.20  0.30
H72 -9.19 -8.75 1.13  0.28
H73 -10.91 -8.70 1.60  0.38
C34 4.25 4.04 -7.41  0.36
O5 4.91 3.02 -7.27  -0.62
N7 4.69 5.21 -8.00  0.14
C35 3.85 6.38 -8.13  -0.54
C36 6.05 5.26 -8.52  -0.97
H74 3.21 4.11 -7.05  0.06
H75 3.75 6.62 -9.19  0.36
H76 4.33 7.21 -7.61  0.34
H77 2.86 6.20 -7.70  -0.04
H78 6.17 4.48 -9.28  0.29
H79 6.75 5.06 -7.70  0.30
H80 6.26 6.24 -8.96  0.38

Entry 2:
Below is an isolated ion of composition C3H5N2O2 and charge +1, with properties calculated with ωB97M-V with the def2-TZVPD basis set.

Results
Total charge = +1
SMILES = C/C(=C/[NH+]=O)N=O
E_tot = -10253.654 eV
Multiplicity = 1
Orbital gap = 7.622 eV

Each line ends with the natural charge from an NBO analysis.
CARTESIAN COORDINATES (ANGSTROEM)
C1 -1.34 1.10 0.01  -0.55
C2 0.00 0.30 0.08  0.12
C3 -0.05 -1.06 -0.21  -0.11
N1 1.11 -1.67 -0.15  0.05
O1 2.18 -1.12 0.10  -0.34
N2 1.00 0.98 0.39  0.39
O2 1.67 1.90 0.68  -0.02
H1 -1.85 0.73 0.82  0.25
H2 -1.78 0.86 -0.92  0.26
H3 -1.01 2.24 0.09  0.26
H4 -1.03 -1.66 -0.36  0.28
H5 1.09 -2.60 -0.53  0.41

Question: What is the multiplicity in the second record?
Answer: 1

Question: What is the multiplicity in the second record?
Answer: 1